Record 1
{
  "formula": "C24H29Cl42O4",
  "method": "ωB97M-V/def2-TZVPD",
  "total_energy_ev": -559490.215,
  "e_above_lowest_kj_mol": 0.00,
  "total_charge": -1,
  "homo_ev": -4.4,
  "orbital_gap_ev": 5.6,
  "largest_force_ha_per_bohr": 0.035,
  "symbols": ["C", "C", "C", "O", "O", "C", "C", "C", "C", "C", "C", "C", "O", "O", "H", "H", "H", "H", "H", "H", "H", "H", "H", "H", "H", "H", "H", "H", "H", "C", "Cl", "Cl", "Cl", "H", "C", "Cl", "Cl", "Cl", "H", "C", "Cl", "Cl", "Cl", "H", "C", "Cl", "Cl", "Cl", "H", "C", "Cl", "Cl", "Cl", "H", "C", "Cl", "Cl", "Cl", "H", "C", "Cl", "Cl", "Cl", "H", "C", "Cl", "Cl", "Cl", "H", "C", "Cl", "Cl", "Cl", "H", "C", "Cl", "Cl", "Cl", "H", "C", "Cl", "Cl", "Cl", "H", "C", "Cl", "Cl", "Cl", "H", "C", "Cl", "Cl", "Cl", "H", "C", "Cl", "Cl", "Cl", "H"],
  "positions_angstrom": [[2.9867, 4.9821, -1.6938], [2.5390, 4.0885, -2.5729], [1.2069, 3.4631, -2.5795], [0.8890, 2.7123, -3.4910], [0.3097, 3.7153, -1.5826], [0.7647, 3.4366, -0.2512], [0.7564, 1.9621, 0.0766], [1.0897, 1.8123, 1.5617], [1.8127, 0.5303, 1.8772], [3.2019, 0.4863, 1.2187], [3.2620, -0.3530, -0.0648], [4.4070, 0.1791, -0.9427], [4.4126, 1.4124, -1.2269], [5.2467, -0.6663, -1.3071], [2.3931, 5.7561, -1.2297], [4.0209, 4.9146, -1.4020], [3.2042, 3.7573, -3.3500], [0.1144, 3.9502, 0.4490], [1.7668, 3.8012, -0.0502], [1.4516, 1.4349, -0.5689], [-0.2412, 1.6028, -0.1514], [0.1695, 1.8883, 2.1349], [1.6802, 2.6798, 1.8398], [1.9746, 0.5085, 2.9580], [1.2254, -0.3593, 1.6666], [3.5400, 1.5045, 1.0556], [3.8616, 0.0106, 1.9322], [2.3031, -0.3288, -0.5762], [3.5097, -1.3683, 0.2118], [-1.1750, -0.7491, 4.7227], [0.0911, -0.6962, 5.9643], [-1.3157, 0.8095, 3.9188], [-0.8696, -2.0255, 3.5515], [-2.1154, -0.9645, 5.2101], [3.8174, 4.3331, 4.2812], [3.4246, 5.7243, 5.3055], [2.8302, 2.9368, 4.7157], [3.6303, 4.7411, 2.5762], [4.8558, 4.0687, 4.4488], [-0.0388, -0.6236, -3.6640], [-1.2163, -1.4503, -4.6922], [-0.6376, -0.3200, -2.0210], [1.4667, -1.5298, -3.5980], [0.1643, 0.3414, -4.1090], [-4.6165, -3.0153, -2.1929], [-3.2080, -1.9985, -1.9224], [-5.8634, -2.1375, -3.0918], [-4.1702, -4.4944, -3.0558], [-5.0282, -3.2940, -1.2301], [1.7814, 2.0806, -6.8199], [1.9077, 3.4381, -7.9514], [0.5234, 0.9587, -7.3508], [3.3274, 1.2612, -6.6561], [1.5012, 2.4727, -5.8495], [-2.6839, -5.3206, 2.0983], [-4.1945, -5.6962, 1.2674], [-1.8456, -3.9989, 1.2880], [-2.9856, -4.9197, 3.7909], [-2.0491, -6.1967, 2.0644], [-5.2497, -0.5352, 3.4045], [-4.8550, -2.0695, 2.6323], [-4.8456, -0.5839, 5.1283], [-4.4329, 0.8026, 2.6013], [-6.3173, -0.3775, 3.3221], [-8.4871, -0.5385, 0.7862], [-7.1859, -1.1876, -0.2053], [-8.9075, -1.6603, 2.0863], [-8.0460, 1.0386, 1.4482], [-9.3581, -0.4072, 0.1588], [6.5152, 0.9278, 4.0913], [6.1314, 2.3329, 5.1084], [5.5199, -0.4555, 4.5530], [6.2968, 1.3128, 2.3971], [7.5519, 0.6728, 4.2632], [5.8513, 6.1902, -4.8746], [4.5871, 5.3590, -5.7782], [5.3323, 6.4610, -3.2095], [7.3605, 5.2787, -4.9208], [6.0203, 7.1532, -5.3369], [-7.2545, -8.1472, 0.0150], [-6.9187, -9.6877, -0.7832], [-6.7745, -8.2131, 1.7111], [-6.4368, -6.8297, -0.8240], [-8.3204, -7.9690, -0.0275], [-3.0731, -9.0297, -0.5932], [-1.8185, -9.0013, 0.6525], [-3.1409, -7.4920, -1.4426], [-2.8055, -10.3649, -1.7163], [-4.0270, -9.1882, -0.1049], [0.6022, 7.0282, -7.2273], [1.4409, 8.1802, -8.2736], [1.6463, 6.5056, -5.9127], [-0.8979, 7.7295, -6.6100], [0.3479, 6.1588, -7.8198], [0.9735, -4.0341, 7.2128], [-0.3871, -4.8914, 6.4910], [0.6185, -3.5891, 8.8850], [2.4450, -5.0037, 7.1231], [1.1319, -3.1246, 6.6487]]
}

***

Record 2
{
  "formula": "C36H55O4RuS3Se",
  "method": "ωB97M-V/def2-TZVPD",
  "total_energy_ev": -146845.508,
  "e_above_lowest_kj_mol": 346.83,
  "homo_ev": [-5.8, -6.6],
  "orbital_gap_ev": [5.8, 5.8],
  "spin_multiplicity": 6,
  "largest_force_ha_per_bohr": 0.050,
  "s_squared": 8.7763,
  "symbols": ["Ru", "C", "C", "S", "C", "C", "S", "C", "C", "S", "H", "H", "H", "H", "H", "H", "H", "H", "H", "H", "H", "H", "C", "C", "C", "C", "C", "C", "C", "Se", "C", "C", "C", "C", "C", "C", "O", "C", "C", "C", "C", "C", "C", "C", "C", "C", "O", "C", "C", "C", "C", "C", "C", "H", "H", "H", "H", "H", "H", "H", "H", "H", "H", "H", "H", "H", "H", "H", "H", "H", "H", "H", "H", "H", "H", "H", "H", "H", "H", "H", "H", "H", "H", "H", "H", "H", "H", "H", "H", "H", "H", "H", "H", "C", "O", "C", "O", "H", "H", "H"],
  "positions_angstrom": [[-1.4968, -0.3310, 1.9231], [-3.6441, 2.2604, 3.8432], [-2.3009, 2.9460, 3.6728], [-0.8045, 1.9103, 3.7980], [-0.7875, 1.3228, 5.5299], [-1.7118, 0.1653, 5.8935], [-1.6324, -1.2168, 4.6737], [-3.3827, -1.6137, 4.2815], [-4.3647, -0.4808, 4.0634], [-3.8801, 0.7601, 2.7972], [-3.8231, 1.9847, 4.8804], [-4.4288, 2.9509, 3.5279], [-2.2159, 3.3493, 2.6642], [-2.2083, 3.7577, 4.3956], [0.2512, 1.0089, 5.6566], [-0.9820, 2.1818, 6.1743], [-1.3820, -0.2455, 6.8485], [-2.7493, 0.4712, 5.9905], [-3.2734, -2.1947, 3.3601], [-3.7537, -2.2619, 5.0778], [-5.2934, -0.9104, 3.6861], [-4.5941, 0.0579, 4.9804], [4.5435, -2.9817, -1.4714], [3.2941, -3.7558, -1.9014], [2.9949, -3.4256, -3.3715], [3.5972, -5.2531, -1.7602], [2.0744, -3.3965, -1.0670], [2.0777, -2.3577, -0.1503], [0.9356, -2.0385, 0.5633], [1.0152, -0.5987, 1.7976], [0.9794, 1.8384, 0.6676], [2.2118, 2.2780, 0.2497], [2.2960, 3.2121, -0.7778], [1.1087, 3.7540, -1.2664], [-0.1510, 3.3491, -0.8475], [-0.1746, 2.3246, 0.1083], [-1.4054, 1.7130, 0.4718], [-1.4389, 3.9707, -1.3776], [-2.2659, 2.9331, -2.1533], [-2.2809, 4.4847, -0.2006], [-1.1640, 5.1432, -2.3251], [3.6162, 3.6375, -1.4016], [3.5375, 3.4305, -2.9220], [3.8866, 5.1176, -1.1021], [4.7921, 2.8086, -0.8803], [-0.2964, -2.7495, 0.4094], [-1.3239, -2.4420, 1.1158], [-0.2998, -3.7992, -0.5700], [0.8711, -4.0891, -1.2470], [-1.5841, -4.5705, -0.8575], [-2.7074, -3.6063, -1.2654], [-1.4363, -5.5958, -1.9902], [-2.0050, -5.3178, 0.4127], [5.3952, -3.2931, -2.0745], [4.4168, -1.9100, -1.6066], [4.7783, -3.1819, -0.4282], [3.8625, -3.6345, -3.9951], [2.1601, -4.0171, -3.7404], [2.7427, -2.3722, -3.4788], [4.4898, -5.5126, -2.3264], [3.7664, -5.5021, -0.7152], [2.7775, -5.8638, -2.1284], [2.9549, -1.7600, 0.0401], [3.0895, 1.8480, 0.7066], [1.1775, 4.5101, -2.0294], [-2.6945, 2.1878, -1.4904], [-3.0890, 3.4339, -2.6620], [-1.6509, 2.4265, -2.8945], [-2.5564, 3.6606, 0.4536], [-1.7349, 5.2288, 0.3747], [-3.1941, 4.9383, -0.5780], [-0.6678, 4.8008, -3.2306], [-2.1095, 5.5981, -2.6119], [-0.5589, 5.9107, -1.8479], [2.8097, 4.0915, -3.3843], [4.5051, 3.6330, -3.3762], [3.2635, 2.4020, -3.1467], [3.0972, 5.7504, -1.4998], [3.9465, 5.2817, -0.0284], [4.8293, 5.4197, -1.5556], [4.6049, 1.7470, -1.0212], [5.6927, 3.0649, -1.4341], [4.9773, 3.0016, 0.1731], [0.8511, -4.8890, -1.9687], [-2.5006, -3.1754, -2.2440], [-3.6541, -4.1417, -1.3220], [-2.8121, -2.8071, -0.5362], [-1.1327, -5.1193, -2.9218], [-0.7224, -6.3773, -1.7356], [-2.4010, -6.0707, -2.1655], [-2.1528, -4.6100, 1.2226], [-2.9358, -5.8566, 0.2400], [-1.2381, -6.0319, 0.7059], [-0.9921, -0.7061, -2.0647], [-0.6904, 0.2447, -1.0542], [-1.6338, 0.5364, -0.1550], [-2.7434, 0.0224, -0.1070], [-0.4450, -1.6300, -1.8674], [-0.6569, -0.2695, -3.0065], [-2.0645, -0.8964, -2.0908]]
}

***

Record 3
{
  "formula": "C5H8N2",
  "method": "ωB97M-V/def2-TZVPD",
  "total_energy_ev": -8292.725,
  "e_above_lowest_kj_mol": 219.16,
  "smiles": "CC1=C(C)N=NC1",
  "homo_ev": [-8.6, -8.6],
  "orbital_gap_ev": [8.8, 8.8],
  "largest_force_ha_per_bohr": 0.072,
  "symbols": ["C", "C", "C", "C", "C", "N", "N", "H", "H", "H", "H", "H", "H", "H", "H"],
  "positions_angstrom": [[1.3891, -1.1049, 0.4663], [-2.0462, 0.2472, -0.1887], [1.0136, 1.3540, -0.1853], [-0.7696, -0.4980, -0.0278], [0.5141, -0.0205, 0.0458], [-0.7476, -1.8495, -0.0917], [0.4530, -2.2697, -0.0175], [2.3239, -1.1668, -0.0955], [1.5583, -1.1907, 1.5401], [-2.8174, -0.3901, -0.6313], [-1.9295, 1.1070, -0.8561], [-2.4078, 0.6026, 0.7816], [0.2469, 2.0394, -0.5584], [1.3979, 1.7890, 0.7418], [1.8214, 1.3511, -0.9233]]
}

***

Record 4
{
  "formula": "C4H9N4OS",
  "method": "ωB97M-V/def2-TZVPD",
  "total_energy_ev": -23129.872,
  "e_above_lowest_kj_mol": 73.85,
  "total_charge": 1,
  "homo_ev": -11.9,
  "orbital_gap_ev": 7.3,
  "largest_force_ha_per_bohr": 0.078,
  "symbols": ["C", "C", "C", "C", "N", "N", "N", "N", "O", "S", "H", "H", "H", "H", "H", "H", "H", "H", "H"],
  "positions_angstrom": [[-0.3436, 1.7515, -0.0897], [0.6560, 0.8673, -0.4288], [-2.0162, 0.0361, 0.0695], [0.1745, -0.3786, -0.8774], [-1.6129, 1.3565, 0.2199], [-1.0597, -0.7506, -0.5258], [1.9947, 1.0952, -0.5427], [0.5389, -1.2665, 1.5843], [1.0234, -1.2285, -1.4928], [-3.6245, -0.4393, 0.0541], [-0.1678, 2.8832, -0.0698], [-2.3031, 2.0968, 0.4785], [-1.4624, -1.7188, -0.7318], [2.4333, 1.9704, -0.3673], [2.6093, 0.4352, -0.9130], [-0.0467, -1.7852, 2.1397], [1.2737, -0.8704, 2.1545], [1.0336, -1.9097, 0.8922], [0.8994, -2.1447, -1.5535]]
}

***

Record 5
{
  "formula": "C4H12N2O2",
  "method": "ωB97M-V/def2-TZVPD",
  "total_energy_ev": -11414.589,
  "e_above_lowest_kj_mol": 446.52,
  "smiles": "C/C(N)=C/O.CON",
  "homo_ev": -7.4,
  "orbital_gap_ev": 8.3,
  "largest_force_ha_per_bohr": 0.063,
  "symbols": ["C", "N", "O", "H", "H", "H", "H", "H", "C", "C", "N", "C", "O", "H", "H", "H", "H", "H", "H", "H"],
  "positions_angstrom": [[2.0313, -0.0897, -1.3735], [2.1645, 0.0762, 1.1505], [1.7454, -0.7285, 0.0529], [1.3194, 0.4269, 1.6030], [2.5671, -0.5433, 1.8518], [3.0723, 0.2227, -1.3155], [1.3653, 0.7299, -1.6405], [1.9554, -0.9331, -2.0542], [-1.9026, 0.8808, -1.0794], [-1.2629, 0.2846, 0.1358], [-1.5303, 0.9574, 1.3387], [-0.7323, -0.9631, 0.1368], [-0.5090, -1.6448, 1.3180], [0.3757, -2.0317, 1.2742], [-1.3681, 0.3725, 2.1479], [-2.4545, 1.3635, 1.3918], [-0.6264, -1.5115, -0.7908], [-1.6091, 0.3459, -1.9790], [-2.9928, 0.8574, -0.9997], [-1.6086, 1.9280, -1.1687]]
}

***

Record 6
{
  "formula": "ClFOS",
  "method": "ωB97M-V/def2-TZVPD",
  "total_energy_ev": -28119.074,
  "e_above_lowest_kj_mol": 301.86,
  "homo_ev": [-10.7, -10.7],
  "orbital_gap_ev": [7.4, 7.4],
  "largest_force_ha_per_bohr": 0.058,
  "symbols": ["O", "F", "S", "Cl"],
  "positions_angstrom": [[-1.1294, -0.8049, -0.8945], [0.7040, -0.2054, 1.9844], [0.2020, -0.4301, -0.5519], [0.2234, 1.4404, -0.5380]]
}

***

Record 7
{
  "formula": "C56H37Cl2LaN7O6S",
  "method": "ωB97M-V/def2-TZVPD",
  "total_energy_ev": -118130.247,
  "total_charge": 1,
  "homo_ev": -9.3,
  "orbital_gap_ev": 6.0,
  "largest_force_ha_per_bohr": 0.013,
  "symbols": ["La", "O", "C", "O", "C", "C", "C", "C", "C", "N", "C", "O", "O", "H", "H", "H", "H", "H", "C", "C", "N", "C", "C", "C", "C", "C", "C", "C", "C", "C", "N", "C", "H", "H", "H", "H", "H", "H", "H", "H", "Cl", "C", "C", "C", "Cl", "C", "C", "C", "C", "N", "C", "C", "O", "H", "H", "H", "H", "N", "C", "C", "C", "C", "C", "C", "C", "C", "C", "C", "C", "C", "N", "C", "C", "C", "C", "N", "H", "H", "H", "H", "H", "H", "H", "H", "H", "H", "O", "S", "C", "C", "C", "C", "C", "C", "C", "C", "C", "C", "C", "C", "H", "H", "H", "H", "H", "H", "H", "H", "H", "H"],
  "positions_angstrom": [[-0.2802, 0.1177, 1.1386], [0.4818, -3.1540, 4.8440], [0.5620, -2.0108, 4.1663], [-0.3817, -1.3376, 3.8510], [1.9726, -1.6082, 3.8521], [3.0890, -2.2599, 4.3606], [4.3364, -1.7426, 4.0589], [4.4212, -0.5947, 3.2834], [3.2441, -0.0281, 2.8154], [2.0481, -0.5356, 3.0823], [3.1511, 1.2230, 1.9761], [4.2627, 1.8694, 1.6468], [2.0749, 1.6474, 1.6322], [-0.4580, -3.3426, 4.9955], [2.9685, -3.1388, 4.9765], [5.2349, -2.2153, 4.4302], [5.3974, -0.1816, 3.0628], [5.0509, 1.4332, 1.9923], [-3.5534, -0.8290, -2.4307], [-2.4733, -0.8486, -1.5372], [-1.9336, 0.2346, -1.0204], [-2.4569, 1.4386, -1.3551], [-3.5292, 1.5582, -2.2509], [-4.0804, 0.3803, -2.7865], [-4.0402, 2.8505, -2.6080], [-3.4857, 3.9717, -2.1093], [-2.3845, 3.8934, -1.1938], [-1.7708, 5.0502, -0.6823], [-0.7211, 4.9301, 0.1857], [-0.3166, 3.6429, 0.5617], [-0.8737, 2.5436, 0.0993], [-1.8865, 2.6465, -0.7905], [-3.9503, -1.7591, -2.8120], [-2.0442, -1.7944, -1.2272], [-4.9167, 0.4484, -3.4712], [-4.8777, 2.9001, -3.2922], [-3.8630, 4.9494, -2.3812], [-2.1390, 6.0216, -0.9888], [-0.2188, 5.7944, 0.5963], [0.4919, 3.5106, 1.2722], [-5.3795, 1.6070, 1.4740], [-4.1870, 2.1622, 2.6010], [-4.5649, 3.0993, 3.5773], [-3.6561, 3.5654, 4.4798], [-4.1489, 4.7171, 5.6841], [-2.3090, 3.1233, 4.4396], [-1.3105, 3.5436, 5.3414], [-0.0402, 3.0565, 5.2147], [0.2398, 2.1616, 4.1694], [-0.6577, 1.7499, 3.3038], [-1.9402, 2.1988, 3.4376], [-2.8929, 1.6754, 2.4936], [-2.5226, 0.7976, 1.6223], [-5.5901, 3.4413, 3.6060], [-1.5643, 4.2422, 6.1266], [0.7461, 3.3505, 5.8956], [1.2444, 1.7783, 4.0413], [-0.8589, -9.5129, -3.6771], [-0.7677, -8.5340, -3.0834], [-0.6550, -7.3078, -2.3411], [0.2891, -7.1973, -1.3222], [0.4053, -6.0077, -0.6263], [-0.4240, -4.9293, -0.9255], [-1.3756, -5.0567, -1.9310], [-1.4884, -6.2363, -2.6480], [-0.2874, -3.6466, -0.1744], [-1.3511, -3.3117, 0.6509], [-2.4634, -4.1496, 0.9736], [-3.2408, -3.4550, 1.8633], [-2.5895, -2.2102, 2.0568], [-1.4741, -2.1089, 1.3485], [0.9215, -2.9442, -0.3815], [1.9404, -3.3417, -1.2844], [2.9973, -2.4735, -1.1049], [2.5781, -1.5778, -0.1095], [1.3454, -1.8275, 0.3354], [0.9257, -8.0382, -1.0847], [1.1429, -5.9085, 0.1590], [-2.0277, -4.2238, -2.1610], [-2.2183, -6.3343, -3.4395], [-2.6297, -5.1470, 0.6002], [-4.1591, -3.7719, 2.3290], [-2.9251, -1.3915, 2.6757], [1.8937, -4.1650, -1.9779], [3.9419, -2.4642, -1.6249], [3.1596, -0.7483, 0.2754], [0.9189, 0.7736, -1.2107], [2.2360, 1.4338, -1.5473], [2.8424, 0.5080, -2.9394], [4.1936, 0.5629, -3.2414], [4.6782, -0.2046, -4.2911], [3.8137, -1.0180, -5.0101], [2.4640, -1.0714, -4.6846], [1.9684, -0.3049, -3.6432], [1.7824, 2.9808, -2.3085], [2.6276, 4.0676, -2.1623], [2.2747, 5.2767, -2.7483], [1.0884, 5.3815, -3.4571], [0.2438, 4.2829, -3.5846], [0.5873, 3.0723, -3.0089], [4.8643, 1.1890, -2.6648], [5.7297, -0.1733, -4.5427], [4.1951, -1.6221, -5.8227], [1.7987, -1.7196, -5.2392], [0.9296, -0.3611, -3.3453], [3.5447, 3.9792, -1.5927], [2.9235, 6.1364, -2.6466], [0.8163, 6.3251, -3.9112], [-0.6840, 4.3738, -4.1350], [-0.0606, 2.2078, -3.0835]]
}

***

Record 8
{
  "formula": "C5H13NO",
  "method": "ωB97M-V/def2-TZVPD",
  "total_energy_ev": -8930.924,
  "e_above_lowest_kj_mol": 297.84,
  "smiles": "C=CCCNC.O",
  "homo_ev": -8.2,
  "orbital_gap_ev": 8.9,
  "largest_force_ha_per_bohr": 0.068,
  "symbols": ["C", "N", "C", "C", "C", "C", "H", "H", "H", "H", "H", "H", "H", "H", "H", "H", "H", "H", "H", "O"],
  "positions_angstrom": [[-0.8890, -0.8785, -2.0372], [-0.3827, 0.4123, -1.5708], [-0.8384, 1.1290, -0.3661], [0.4335, 1.6018, 0.4321], [1.0443, 0.3208, 1.0107], [1.8229, 0.4046, 2.1575], [-0.0420, -1.7085, -2.0203], [-1.7760, -1.3061, -1.5134], [-1.1077, -0.7430, -3.1066], [-0.2841, 1.0019, -2.3753], [-1.4138, 1.9455, -0.7845], [-1.4071, 0.4589, 0.2388], [1.0436, 2.1542, -0.4507], [0.0507, 2.4562, 1.0630], [0.9849, -0.6325, 0.4257], [2.1196, 1.3964, 2.5514], [2.0008, -0.5379, 2.7318], [0.1218, -2.3456, 1.7038], [-0.7431, -2.9590, 0.6680], [-0.7380, -2.1704, 1.2421]]
}